{
  "formula": "C8H13BN5O2",
  "method": "ωB97M-V with the def2-TZVPD basis set",
  "charge": 1,
  "energy_ev": -20724.016,
  "molar_mass_g_mol": 222.04,
  "spin_multiplicity": 1,
  "orbital_gap_ev": 8.67,
  "elements": ["N", "C", "N", "C", "N", "C", "B", "O", "O", "N", "H", "H", "H", "H", "H", "H", "H", "H", "N", "C", "C", "C", "C", "C", "H", "H", "H", "H", "H"],
  "positions_angstrom": [[-4.2409, 0.3675, 3.1794], [-3.1505, -0.1026, 2.5578], [-2.9862, -1.2449, 1.9348], [-1.7384, -1.2137, 1.4927], [-1.1143, -0.1077, 1.8076], [0.2893, 0.2123, 1.4621], [0.7209, 1.7660, 1.6359], [0.2703, 2.6640, 0.7053], [1.5187, 2.1485, 2.6828], [-2.0070, 0.6330, 2.5124], [-5.1397, -0.0512, 3.0275], [-4.1603, 1.1603, 3.7841], [-1.2702, -2.0058, 0.9472], [0.3952, -0.0219, 0.4040], [0.9252, -0.4836, 1.9973], [-0.6825, 2.5659, 0.6117], [0.9741, 2.2273, 3.4721], [-1.8519, 1.5336, 2.9307], [1.6014, -0.9302, -1.8604], [1.1001, -1.7627, -2.7745], [1.5086, -1.7890, -4.0973], [2.4914, -0.8998, -4.4993], [3.0244, -0.0266, -3.5660], [2.5486, -0.0832, -2.2668], [0.3322, -2.4418, -2.4204], [1.0677, -2.4886, -4.7932], [2.8374, -0.8883, -5.5244], [3.7931, 0.6827, -3.8378], [2.9432, 0.5807, -1.5052]],
  "lowdin_charge": [0.2074, -0.3860, 0.1852, -0.0584, -0.0527, 0.0376, -0.6034, 0.1948, 0.1804, 0.1869, 0.1308, 0.1189, 0.1612, 0.1056, 0.1301, 0.1075, 0.1133, 0.1862, 0.0324, -0.1601, -0.0640, -0.0643, -0.0614, -0.1552, 0.0987, 0.1067, 0.1122, 0.1075, 0.1020]
}